# 1
A molecular structure, IO4V2, computed with ωB97M-V with the def2-TZVPD basis set.

## Properties
molar mass: 292.79 g/mol
HOMO-LUMO gap: 6.2170 eV
calculated total energy: -67649.3117 eV
charge: +1
energy above the lowest of the compared OMol25 structures with the same formula, charge and spin: 172.7 kcal/mol

Last column: Mulliken charge in e.
Geometry (Å):
O (21.8055, -13.9865, -7.0556)  -0.500
V (21.6498, -14.8171, -8.3432)  1.502
O (20.3389, -14.0923, -9.1543)  -0.530
O (19.6447, -11.9320, -9.0284)  -0.498
V (19.1407, -12.9302, -10.1443)  1.271
O (20.4212, -13.4624, -11.0098)  -0.556
I (18.4896, -14.6287, -9.1604)  0.311

=====

# 2
3 unconnected molecules or ions with the total composition C2H12NO2, computed with ωB97M-V with the def2-TZVPD basis set.

## Properties
molar mass: 82.12 g/mol
HOMO-LUMO gap: 11.3645 eV
calculated total energy: -7845.5310 eV
charge: +1
energy above the lowest of the compared OMol25 structures with the same formula, charge and spin: 60.3 kcal/mol

Last column: Mulliken charge in e.
Geometry (Å):
C (1.4458, -1.7631, 0.0649)  -0.680
N (0.5182, -0.6071, -0.1401)  -0.087
C (0.1821, -0.3738, -1.6424)  -0.869
H (1.9095, -2.0892, -0.9432)  0.277
H (2.2754, -1.5634, 0.7630)  0.326
H (0.7464, -2.6618, 0.5147)  0.297
H (0.8621, 0.2887, 0.2052)  0.275
H (-0.4502, -0.8957, 0.3485)  0.418
H (1.0584, -0.2822, -2.4819)  0.337
H (-0.6505, 0.4517, -1.8689)  0.324
H (-0.2998, -1.3976, -1.9324)  0.388
H (-3.8748, -0.1358, -0.2006)  0.348
H (-3.1972, 1.3625, 0.3440)  0.323
O (-3.3049, 0.7369, -0.3456)  -0.659
H (1.7043, 1.6050, 2.6416)  0.294
H (1.7587, 2.5879, 1.4424)  0.332
O (1.4002, 1.7383, 1.7973)  -0.643

=====

# 3
A gas-phase ion, C5H7F3N3 (charge +1), computed with ωB97M-V with the def2-TZVPD basis set.

## Properties
molar mass: 166.13 g/mol
HOMO-LUMO gap (spin up / spin down): 7.7591 / 7.7608 eV
calculated total energy: -17909.1770 eV
charge: +1
energy above the lowest of the compared OMol25 structures with the same formula, charge and spin: 90.3 kcal/mol

Last column: Mulliken charge in e.
Geometry (Å):
C (-1.6533, 1.4885, -0.5786)  0.029
C (-1.1752, 2.2050, -2.9126)  0.033
C (1.8047, 0.5374, -0.5370)  -0.803
C (-0.6329, 0.2445, 1.1653)  -0.774
C (-0.2257, 3.0684, -3.6329)  0.893
N (-1.5321, 2.0427, -1.7711)  -0.033
N (0.4884, 0.8751, -0.7899)  -0.447
N (-0.5397, 0.8887, -0.1387)  0.474
F (0.8452, 3.1421, -2.8864)  -0.186
F (-0.0206, 2.6525, -4.8600)  -0.186
F (-0.6949, 4.3387, -3.6660)  -0.220
H (-2.5399, 1.7488, 0.0124)  0.268
H (2.2181, 0.2368, -1.5902)  0.275
H (2.2999, 1.4033, -0.0113)  0.359
H (1.9195, -0.3277, 0.1823)  0.377
H (0.4166, 0.2435, 1.5977)  0.316
H (-1.4797, 0.5904, 1.8552)  0.290
H (-0.9131, -0.8815, 1.1745)  0.335

=====

# 4
A molecular structure, CH15O7V, computed with ωB97M-V with the def2-TZVPD basis set.

## Properties
molar mass: 190.07 g/mol
HOMO-LUMO gap (spin up / spin down): 7.2994 / 8.2336 eV
⟨S²⟩: 3.754
calculated total energy: -41296.0480 eV
spin multiplicity: 4
charge: +1
energy above the lowest of the compared OMol25 structures with the same formula, charge and spin: 8.5 kcal/mol

Last column: Mulliken charge in e.
Geometry (Å):
V (5.0748, 0.7465, 17.3471)  1.037
C (3.9494, -1.3115, 19.7025)  -0.925
O (4.4688, -0.8203, 18.5136)  -0.449
H (3.8950, -2.4127, 19.7072)  0.253
H (4.5730, -1.0870, 20.5881)  0.256
H (2.9388, -0.9384, 19.9192)  0.297
O (6.0597, 1.8212, 15.5712)  -0.472
H (5.4947, 2.5210, 15.2282)  0.282
H (6.8443, 1.8423, 15.0140)  0.285
O (4.3369, 2.7894, 17.6016)  -0.428
H (3.8595, 3.2223, 16.8865)  0.307
H (4.6434, 3.5001, 18.1759)  0.270
O (6.7129, -0.7706, 16.8584)  -0.413
H (6.5225, -1.5732, 17.3637)  0.276
H (7.5126, -0.9473, 16.3559)  0.253
O (4.4236, -2.4912, 16.1437)  -0.659
H (4.3938, -3.4393, 16.3040)  0.324
H (4.4418, -2.0813, 17.0359)  0.260
O (6.7124, 1.3665, 18.6565)  -0.480
H (6.6764, 1.0768, 19.5767)  0.311
H (7.6263, 1.2447, 18.3777)  0.341
O (3.3352, 0.4020, 16.1262)  -0.466
H (2.7591, -0.3542, 16.3050)  0.263
H (2.8869, 0.9360, 15.4649)  0.276

=====

# 5
4 unconnected molecules or ions with the total composition C6H12O3, computed with ωB97M-V with the def2-TZVPD basis set.

## Properties
SMILES: c1ccccc1.O.O.O
molar mass: 132.16 g/mol
HOMO-LUMO gap: 10.3894 eV
calculated total energy: -12559.0043 eV
energy above the lowest of the compared OMol25 structures with the same formula, charge and spin: 19.5 kcal/mol

Last column: Mulliken charge in e.
Geometry (Å):
C (0.6002, -0.9494, 1.3909)  -0.542
C (-0.6607, -1.0036, 0.8706)  -0.300
C (-1.4926, 0.0998, 1.0748)  -0.492
C (-1.0641, 1.2640, 1.6970)  -0.226
C (0.2253, 1.3517, 2.2274)  -0.490
C (1.0036, 0.2361, 2.0621)  -0.112
H (1.3988, -1.7098, 1.1928)  0.323
H (-1.0714, -1.7556, 0.2929)  0.559
H (-2.5357, 0.0780, 0.7245)  0.320
H (-1.7137, 2.1371, 1.7060)  0.333
H (0.6761, 2.2749, 2.6225)  0.344
H (2.0363, 0.3677, 2.4183)  0.277
O (1.4942, -1.3900, -2.2127)  -0.674
H (1.8153, -1.1199, -3.0550)  0.299
H (1.5464, -0.5390, -1.7189)  0.394
O (-1.3443, -0.4976, -2.6230)  -0.674
H (-2.0921, -0.5318, -2.0531)  0.298
H (-0.7978, -1.2978, -2.4708)  0.355
O (0.9343, 1.0989, -1.6665)  -0.739
H (1.0586, 1.0725, -0.6848)  0.332
H (-0.0166, 0.8138, -1.7949)  0.416

=====

# 6
A molecular structure, C5H8O, computed with ωB97M-V with the def2-TZVPD basis set.

## Properties
molar mass: 84.12 g/mol
HOMO-LUMO gap: 9.5914 eV
calculated total energy: -7359.0218 eV
energy above the lowest of the compared OMol25 structures with the same formula, charge and spin: 74.6 kcal/mol

Last column: Mulliken charge in e.
Geometry (Å):
C (-1.4058, -1.2434, 0.4115)  -1.223
C (-0.1392, -0.3761, 0.4880)  0.106
C (0.4806, -0.0277, -0.8148)  -0.560
C (1.4104, 1.0942, -0.5148)  -0.745
C (0.1236, 1.5249, 0.8151)  0.329
O (-0.4470, 2.5024, 1.1649)  -0.409
H (-2.0729, -0.9252, 1.2073)  0.336
H (-1.9323, -1.1112, -0.5443)  0.314
H (-1.2574, -2.3333, 0.5379)  0.321
H (0.6162, -0.8184, 1.1530)  0.287
H (0.8552, -1.0397, -0.9928)  0.321
H (-0.2551, 0.2522, -1.5798)  0.338
H (2.2918, 0.8187, 0.0704)  0.272
H (1.7319, 1.6827, -1.4017)  0.314

=====

# 7
A molecular structure, C25H36AsCsN2O8PS, computed with ωB97M-V with the def2-TZVPD basis set.

## Properties
molar mass: 763.44 g/mol
HOMO-LUMO gap: 6.3809 eV
calculated total energy: -127380.7348 eV
charge: -1
energy above the lowest of the compared OMol25 structures with the same formula, charge and spin: 33.8 kcal/mol

Last column: Mulliken charge in e.
Geometry (Å):
Cs (-0.0016, -0.1542, -0.7846)  1.440
C (1.5250, -3.6812, -0.8578)  -0.926
O (0.5923, -3.2064, 0.0978)  -0.151
C (0.6203, -3.7549, 1.3415)  0.595
C (1.4095, -4.8544, 1.6667)  -0.696
C (1.3846, -5.3642, 2.9612)  -0.609
C (0.5847, -4.7826, 3.9274)  -0.824
C (-0.1982, -3.6826, 3.5964)  -0.107
C (-0.2002, -3.1656, 2.3139)  0.050
N (-0.9536, -1.9858, 1.9375)  0.168
N (-1.9282, -1.8267, 2.7119)  -0.346
C (-2.7358, -0.6968, 2.5844)  -0.185
C (-2.3844, 0.4643, 1.8513)  0.073
O (-1.3258, 0.5903, 1.1743)  -0.650
C (-3.3227, 1.5825, 1.9012)  -0.516
C (-4.4683, 1.5242, 2.6078)  -1.070
C (-4.8285, 0.3557, 3.3586)  0.924
C (-6.0333, 0.3072, 4.0828)  -0.775
C (-6.3894, -0.8055, 4.8011)  -0.534
C (-5.5191, -1.9109, 4.8010)  -0.618
C (-4.3432, -1.8907, 4.0965)  -0.540
C (-3.9519, -0.7505, 3.3499)  0.765
H (2.5486, -3.5383, -0.5022)  0.394
H (1.3656, -3.0810, -1.7506)  0.098
H (1.3502, -4.7375, -1.0801)  0.490
H (2.0426, -5.3074, 0.9191)  0.381
H (2.0082, -6.2147, 3.2086)  0.364
H (0.5749, -5.1643, 4.9403)  0.368
H (-0.8148, -3.1949, 4.3394)  0.443
H (-3.0471, 2.4549, 1.3194)  0.385
H (-5.1516, 2.3685, 2.6209)  0.342
H (-6.6821, 1.1769, 4.0569)  0.357
H (-7.3210, -0.8346, 5.3515)  0.369
H (-5.7800, -2.8024, 5.3601)  0.380
H (-3.6951, -2.7551, 4.0977)  0.425
O (2.8202, 0.4828, 1.6266)  -0.665
H (2.6851, -0.0115, 0.8007)  0.302
H (1.9434, 0.5266, 2.0221)  0.331
C (1.8753, 0.3779, -6.3247)  -1.358
As (2.0442, 0.1274, -4.3436)  1.182
C (3.3501, -1.2952, -4.5950)  -1.207
C (2.5509, 1.9920, -4.1252)  -1.162
S (0.0166, -0.4837, -3.9029)  -0.592
H (2.8441, 0.6280, -6.7659)  0.402
H (1.1633, 1.1776, -6.5254)  0.358
H (1.4928, -0.5460, -6.7558)  0.363
H (4.3100, -0.8656, -4.8795)  0.330
H (2.9410, -1.8969, -5.4048)  0.393
H (3.4590, -1.8717, -3.6826)  0.370
H (3.4798, 2.1784, -4.6634)  0.388
H (2.6554, 2.2518, -3.0789)  0.297
H (1.7296, 2.5369, -4.5900)  0.403
C (4.9391, 0.2476, -0.8711)  -0.812
O (4.1936, 0.3919, -2.0865)  -0.284
C (2.8892, -0.0593, -2.0917)  -0.120
O (2.4694, -0.5621, -1.0532)  -0.824
H (5.9622, 0.5229, -1.1190)  0.241
H (4.9001, -0.7778, -0.5036)  0.262
H (4.5559, 0.9098, -0.0958)  0.298
C (1.2921, 5.3626, -2.0022)  -0.676
O (0.0164, 4.9005, -1.5453)  -0.319
P (-0.0144, 3.3016, -1.1698)  0.326
O (0.5757, 3.2644, 0.3258)  -0.138
C (-0.0902, 3.8414, 1.4558)  -0.471
O (-1.6049, 3.2053, -0.8344)  -0.280
C (-2.4586, 2.8344, -1.9204)  -0.814
H (1.2823, 6.4487, -1.9407)  0.258
H (1.4629, 5.0534, -3.0351)  0.239
H (2.1063, 4.9871, -1.3782)  0.305
H (0.6702, 3.9993, 2.2177)  0.240
H (-0.8426, 3.1392, 1.8099)  -0.009
H (-0.5485, 4.7958, 1.1919)  0.314
H (-3.3289, 2.3434, -1.4896)  0.273
H (-1.9527, 2.1397, -2.5991)  0.328
H (-2.7657, 3.7202, -2.4790)  0.265

=====

# 8
2 unconnected molecules or ions with the total composition C26H52N2O4, computed with ωB97M-V with the def2-TZVPD basis set.

## Properties
SMILES: C#C[C@H](CCCCCCCCCCC)O[C@@H](C[C@@H](O)CN)[C@H](N=C(C)C)OC.CC(C)O
molar mass: 456.71 g/mol
HOMO-LUMO gap: 8.7826 eV
calculated total energy: -38968.1033 eV

Last column: Mulliken charge in e.
Geometry (Å):
C (2.7558, -0.8818, -0.1482)  0.019
C (1.7753, -1.5677, -0.3010)  -0.799
C (0.7183, -2.7007, -0.3785)  0.353
C (0.0279, -2.5628, -1.8267)  -0.865
C (-1.0095, -1.3408, -1.6901)  0.182
C (-1.1829, -0.5428, -3.0618)  -1.020
C (0.1552, 0.1478, -3.5626)  -0.260
C (-0.1515, 1.6070, -4.1532)  -0.916
C (-0.6180, 1.5226, -5.6913)  -0.475
C (0.2436, 2.5367, -6.5920)  -0.692
C (-0.6046, 3.0444, -7.8592)  -0.661
C (-0.8252, 4.6389, -7.8248)  -0.600
C (-0.4857, 5.2609, -9.2688)  -0.590
C (1.0879, 5.2406, -9.5074)  -0.919
O (-0.3430, -2.6037, 0.5673)  -0.094
C (0.1168, -2.3404, 1.9081)  -0.449
C (-0.2122, -0.8149, 2.2119)  -1.030
C (-0.0445, -0.3807, 3.7234)  0.507
O (1.1284, 0.4906, 3.7719)  -0.568
C (-1.2858, 0.5938, 4.0650)  -1.022
N (-2.3962, -0.1417, 4.7094)  -0.392
C (-0.7655, -3.2969, 2.8467)  -0.388
N (-2.1163, -2.7642, 3.1241)  0.058
C (-3.0873, -3.4914, 2.6846)  0.588
C (-3.3864, -3.8247, 1.1810)  -0.830
C (-4.0658, -4.1386, 3.7619)  -1.194
O (-0.0434, -3.7148, 4.0121)  -0.366
C (-0.8101, -4.5974, 4.8224)  -0.732
H (3.5355, -0.0933, -0.0604)  0.422
H (1.1960, -3.7313, -0.3864)  0.272
H (0.7712, -2.3478, -2.6369)  0.378
H (-0.6066, -3.4782, -2.0209)  0.365
H (-2.0205, -1.7403, -1.3900)  0.063
H (-0.6600, -0.5729, -0.9381)  0.046
H (-1.6982, -1.1767, -3.8341)  0.317
H (-1.9003, 0.3063, -2.8189)  0.395
H (0.9153, 0.3116, -2.7451)  0.032
H (0.5383, -0.4553, -4.4295)  0.336
H (-1.0006, 2.1167, -3.6127)  0.330
H (0.7442, 2.2881, -4.1076)  0.444
H (-0.4170, 0.4967, -6.1323)  0.250
H (-1.7250, 1.7501, -5.7747)  0.336
H (1.1805, 2.0112, -6.9497)  0.218
H (0.4960, 3.4497, -5.9834)  0.371
H (-1.6378, 2.6026, -7.7266)  0.314
H (-0.1163, 2.7301, -8.8219)  0.467
H (-1.9118, 4.8450, -7.6106)  0.279
H (-0.1246, 5.1475, -7.1059)  0.296
H (-0.9156, 6.2977, -9.3143)  0.331
H (-1.0111, 4.5983, -10.0158)  0.310
H (1.5492, 5.9550, -8.7636)  0.261
H (1.4792, 4.1919, -9.3448)  0.255
H (1.3231, 5.6014, -10.5497)  0.314
H (1.1843, -2.6282, 2.1113)  0.198
H (-1.2484, -0.6367, 1.7942)  0.241
H (0.4750, -0.1494, 1.6075)  0.418
H (0.0556, -1.2258, 4.4546)  0.555
H (1.4643, 0.4860, 4.6876)  0.243
H (-1.6996, 0.9951, 3.0874)  0.401
H (-0.9080, 1.4862, 4.6404)  0.310
H (-2.2320, -0.2033, 5.7155)  0.200
H (-3.2977, 0.3078, 4.5175)  0.205
H (-0.9146, -4.2406, 2.2197)  0.629
H (-4.4828, -3.9605, 0.9822)  0.472
H (-2.8801, -3.1207, 0.4581)  -0.096
H (-2.9079, -4.8415, 0.9793)  0.266
H (-3.6188, -5.1147, 4.1018)  0.188
H (-4.1053, -3.4036, 4.6143)  0.282
H (-5.0860, -4.3119, 3.3044)  0.429
H (-1.2803, -5.4532, 4.2333)  0.232
H (-0.2198, -5.0795, 5.6496)  0.321
H (-1.6832, -4.0709, 5.3212)  0.247
C (4.8885, 1.3660, 6.1573)  -1.194
C (3.7324, 1.7099, 7.0837)  0.449
C (4.1923, 2.5767, 8.2456)  -1.380
O (3.1535, 0.5067, 7.5876)  -0.547
H (5.6598, 0.8015, 6.6904)  0.320
H (4.5457, 0.7347, 5.3342)  0.304
H (5.3423, 2.2678, 5.7401)  0.372
H (2.9545, 2.2324, 6.5216)  0.299
H (4.9399, 2.0532, 8.8495)  0.347
H (3.3543, 2.8062, 8.9077)  0.331
H (4.6251, 3.5150, 7.8915)  0.368
H (3.8328, 0.0361, 8.0865)  0.345